No. 1
Here is a structure of composition C4H8B3F6N2O7S2 from OMol25. Energies are from ωB97M-V/def2-TZVPD.

Summary:
* gap between HOMO and LUMO: 8.7 eV
* E_HOMO: -6.6610 eV
* E_tot: -61599.80567 eV
* LUMO energy: 2.07 eV

Geometry as ORCA input:
```
! wB97M-V def2-TZVPD RIJCOSX def2/J DEFGRID3
* xyz -1 1
N 5.180 1.906 0.134
C 4.001 2.231 -0.785
C 3.304 3.692 -0.387
B 1.678 3.452 -0.411
O 0.840 3.185 -1.596
B 0.190 1.861 -1.296
O -0.553 1.658 -0.002
B 0.486 2.035 1.019
O 0.969 3.457 0.915
H 4.794 1.334 0.934
H 5.896 1.378 -0.412
H 3.168 1.417 -0.614
H 4.304 2.170 -1.916
H 3.666 3.915 0.728
H 3.697 4.531 -1.102
H 0.273 0.932 -2.019
H 0.910 1.259 1.797
C -5.341 -2.475 -0.339
F -6.312 -2.656 -1.281
F -5.376 -1.149 -0.005
F -5.760 -3.147 0.776
S -3.689 -3.009 -0.895
O -3.409 -2.173 -2.065
O -3.846 -4.437 -1.186
N -2.908 -2.643 0.436
S -1.364 -2.992 0.337
O -0.566 -2.165 -0.570
O -1.017 -4.415 0.334
C -0.898 -2.414 2.004
F -1.568 -3.080 2.993
F -1.179 -1.091 2.195
F 0.431 -2.566 2.275
*
```

---

No. 2
Here is a cluster of 2 separate species, C4H8BN in total from OMol25. Energies are from ωB97M-V/def2-TZVPD.

Summary:
* gap between HOMO and LUMO: 10.4 eV
* energy relative to the best compared isomer or geometry (same formula, charge and spin): 274.1 kJ/mol
* E_HOMO: -9.6416 eV
* E_tot: -6441.72841 eV
* LUMO energy: 0.81 eV
* SMILES: [H]/B=N/[H].C=CC=C

Geometry as ORCA input:
```
! wB97M-V def2-TZVPD RIJCOSX def2/J DEFGRID3
* xyz 0 1
H -2.126 -0.098 2.393
B -2.702 0.101 1.355
N -3.340 0.045 0.321
H -3.740 0.464 -0.505
C -0.323 0.342 -1.608
C 0.199 -0.249 -0.500
C 1.233 0.182 0.403
C 2.496 0.209 0.244
H -0.020 1.303 -2.018
H -1.056 -0.051 -2.331
H -0.165 -1.313 -0.429
H 0.909 0.499 1.389
H 2.770 -0.168 -0.716
H 3.200 0.527 0.997
*
```

---

No. 3
Here is a structure of composition C4H8BrClO2 from OMol25. Energies are from ωB97M-V/def2-TZVPD.

Summary:
* gap between HOMO and LUMO: 9.9 eV
* energy relative to the best compared isomer or geometry (same formula, charge and spin): 228.4 kJ/mol
* E_HOMO: -9.4140 eV
* E_tot: -90934.33180 eV
* LUMO energy: 0.52 eV

Geometry as ORCA input:
```
! wB97M-V def2-TZVPD RIJCOSX def2/J DEFGRID3
* xyz 0 1
C -1.648 1.289 -0.422
C 0.672 -2.037 1.270
C -0.640 0.895 -1.396
C 1.246 0.208 0.448
O 0.852 -0.568 1.409
O 0.183 -0.160 -1.033
Cl 1.302 1.824 0.720
Br 2.967 -0.427 -0.466
H -2.247 0.466 -0.090
H -1.363 1.851 0.482
H -2.390 1.950 -0.842
H 0.391 -2.527 2.206
H 1.579 -2.533 1.081
H 0.022 -2.236 0.524
H 0.078 1.710 -1.637
H -1.004 0.296 -2.254
*
```

---

No. 4
Here is the ion C4H8BrFN with charge +1 from OMol25. Energies are from ωB97M-V/def2-TZVPD.

Summary:
* gap between HOMO and LUMO: 10.1 eV
* energy relative to the best compared isomer or geometry (same formula, charge and spin): 53.6 kJ/mol
* E_HOMO: -14.1636 eV
* E_tot: -78518.81837 eV
* LUMO energy: -4.05 eV
* SMILES: [NH3+][C@H]1[C@H](F)C[C@@H]1Br

Geometry as ORCA input:
```
! wB97M-V def2-TZVPD RIJCOSX def2/J DEFGRID3
* xyz 1 1
N -0.578 1.383 0.669
C 0.081 0.092 0.670
C -0.480 -1.122 0.000
F -1.208 -1.996 0.728
C 0.886 -1.559 -0.403
C 1.437 -0.211 -0.447
Br 3.139 0.033 0.226
H -0.767 1.536 1.706
H -1.481 1.403 0.230
H -0.035 2.184 0.210
H 0.473 -0.067 1.646
H -1.093 -0.860 -0.904
H 1.259 -2.336 0.233
H 0.828 -2.250 -1.316
H 1.044 0.237 -1.399
*
```

---

No. 5
Here is a cluster of 2 separate species, C4H8BrNO3 in total from OMol25. Energies are from ωB97M-V/def2-TZVPD.

Summary:
* gap between HOMO and LUMO: 9.6 eV
* energy relative to the best compared isomer or geometry (same formula, charge and spin): 437.3 kJ/mol
* E_HOMO: -9.9694 eV
* E_tot: -81947.91740 eV
* LUMO energy: -0.40 eV
* SMILES: C=C(OCC)[N+](=O)[O-].Br

Geometry as ORCA input:
```
! wB97M-V def2-TZVPD RIJCOSX def2/J DEFGRID3
* xyz 0 1
C 1.079 1.004 0.933
C 0.108 1.117 0.151
O -0.824 0.199 -0.128
C -0.510 -1.225 0.139
C -1.825 -1.984 -0.319
N -0.163 2.430 -0.417
O -0.992 2.510 -1.274
O 0.579 3.303 -0.012
H 1.639 1.926 1.198
H 1.463 0.211 1.512
H 0.420 -1.514 -0.336
H -0.296 -1.391 1.204
H -2.718 -1.537 0.112
H -1.784 -1.804 -1.363
H -1.775 -3.126 -0.134
Br 3.114 -0.743 -0.614
H 2.484 0.624 -0.651
*
```

---

No. 6
Here is a cluster of 2 separate species, C4H8Cl2NO3P in total from OMol25. Energies are from ωB97M-V/def2-TZVPD.

Summary:
* gap between HOMO and LUMO: 5.8 eV
* energy relative to the best compared isomer or geometry (same formula, charge and spin): 251.4 kJ/mol
* E_HOMO: -0.3080 eV
* E_tot: -46245.50192 eV
* LUMO energy: 5.52 eV

Geometry as ORCA input:
```
! wB97M-V def2-TZVPD RIJCOSX def2/J DEFGRID3
* xyz -2 1
C -0.168 -0.082 -1.130
C -0.535 -1.492 1.094
C -0.861 -0.328 0.220
C 1.595 2.736 0.738
N 1.856 2.347 -0.416
O 1.862 0.043 1.684
O -0.117 1.483 2.308
O 2.176 2.104 3.204
P 1.390 1.423 2.140
Cl -2.707 -0.732 -0.495
Cl 1.160 4.377 1.289
H -0.715 0.400 -1.841
H 0.656 0.515 -0.884
H 0.314 -0.924 -1.589
H -0.976 -2.416 0.526
H -0.932 -1.499 2.071
H 0.561 -1.288 1.238
H -1.078 0.595 0.783
H 1.828 3.048 -1.093
*
```